No. 1
Entry from the Open Molecules 2025 dataset: C10H21AuCl2O3P as an isolated structure (the ωB97M-V functional and the def2-TZVPD basis).

Each line ends with the Mulliken charge.
Cartesian coordinates (Å):
Au: 0.86192 0.25181 0.31106  0.99
Cl: 0.45032 2.45441 -0.35224  -0.66
Cl: 1.33762 1.24501 2.42226  -0.51
C: 2.61522 -0.24369 0.18286  -1.26
H: 3.09082 -0.75169 -0.66244  0.27
H: 3.29722 0.05871 0.98686  0.34
C: -0.46248 -0.29429 -1.67344  -0.92
C: 0.72742 -0.98489 -1.78684  -0.39
H: -1.25598 -0.70379 -1.05314  0.98
C: 1.72842 -0.63599 -2.85814  -0.60
H: 0.82502 -1.96549 -1.33084  0.54
C: 1.51212 0.77341 -3.41484  -0.59
H: 2.75402 -0.75469 -2.48754  0.27
H: 1.62302 -1.37879 -3.66564  0.33
C: 0.05022 0.94131 -3.84124  -0.84
H: 1.75332 1.51021 -2.64044  0.21
H: 2.18312 0.94441 -4.26404  0.36
C: -0.90608 0.76841 -2.64834  -0.63
H: -0.10828 1.92471 -4.29614  0.37
H: -0.18048 0.19111 -4.61064  0.30
H: -1.03268 1.71961 -2.12364  0.31
H: -1.90198 0.47001 -3.00564  0.36
C: 0.60212 -2.15449 2.32446  -0.70
O: -0.70848 -2.05339 1.83116  -0.53
P: -1.09778 -0.41619 1.51256  0.84
O: -2.49088 -0.91729 2.37546  -0.47
C: -2.27318 -0.76479 3.77066  -0.76
O: -1.46998 1.20381 1.11886  -0.26
C: -1.84768 1.93441 2.26066  -0.79
H: 1.31602 -2.24729 1.48136  0.22
H: 0.67042 -3.08469 2.92496  0.27
H: 0.88242 -1.34029 3.02216  0.30
H: -2.62598 -1.67959 4.28996  0.24
H: -1.20968 -0.63429 4.07646  0.33
H: -2.85518 0.09811 4.15706  0.28
H: -2.92348 1.77391 2.47916  0.24
H: -1.21598 1.72901 3.14986  0.36
H: -1.71438 3.01321 2.03746  0.20

Force components x, y, z for each atom (eV/Å):
-2.6 -0.3 -1.6
0.0 3.3 -1.4
0.6 0.5 2.2
5.7 -1.7 0.0
0.0 0.1 0.3
-0.1 -0.2 -0.3
-0.1 -1.1 -1.2
-1.1 0.2 -0.3
0.2 -0.1 -0.2
0.1 0.1 0.0
0.0 0.2 0.2
-0.1 -0.1 0.1
-0.2 0.1 -0.1
-0.1 0.1 0.1
0.0 0.0 0.1
-0.1 -0.1 -0.1
-0.1 0.0 0.1
0.0 0.1 0.0
0.0 -0.1 0.0
0.0 0.0 0.1
0.1 -0.1 0.0
0.1 0.0 0.0
1.3 -1.5 0.3
0.8 -0.2 0.2
-1.5 -1.2 0.6
-0.3 2.5 -0.5
-0.4 -0.4 1.0
-1.6 -1.5 1.6
-0.8 1.7 0.4
0.0 0.2 0.7
-0.1 0.2 -0.3
0.0 -0.2 -0.7
0.1 0.4 -0.3
-0.5 0.0 -0.4
0.4 -0.4 -0.2
0.5 0.0 0.1
-0.3 -0.1 -0.5
0.0 -0.5 0.0

As for the largest force on an atom: 6.00 eV/Å. Its LUMO energy (alpha / beta) is 2.4 / 2.7 eV. As for the HOMO energy (alpha / beta): -3.0 / -4.0 eV. As for the expectation value of S²: 2.30. The energy above the lowest of the compared OMol25 structures with the same formula, charge and spin is 162.9 kcal per mole. The calculated total energy comes out at -54873.4658 eV. The multiplicity is 3. As for the charge: -1.



No. 2
Entry from the Open Molecules 2025 dataset: a 2-piece molecular cluster, C6H16O2 overall (the ωB97M-V functional and the def2-TZVPD basis).

Each line ends with the Mulliken charge.
Cartesian coordinates (Å):
C: -0.43732 1.78256 -2.07459  -0.47
O: -0.74978 3.12397 -2.54334  -0.54
C: -0.03386 1.86096 -0.62619  -0.67
C: -0.13011 0.38971 0.01209  0.59
C: 0.41057 0.40973 1.44271  -1.44
C: 0.70201 -0.55682 -0.86139  -0.86
C: 1.12861 -1.96840 -0.33428  -1.20
H: 0.39217 1.60493 -2.77755  0.25
H: -1.36308 1.19100 -2.18714  0.30
H: -1.34091 3.56829 -1.93010  0.31
H: 0.97229 2.24572 -0.47379  0.24
H: -0.80266 2.37409 -0.01534  0.40
H: -1.20038 0.13408 -0.05469  0.35
H: 1.21037 -0.31230 1.52624  0.34
H: -0.40029 -0.02291 2.03781  0.30
H: 0.71702 1.35660 1.86069  0.40
H: 1.71859 -0.08964 -0.92343  0.24
H: 0.40502 -0.57647 -1.89597  0.49
H: 2.15214 -2.21636 -0.58120  0.32
H: 0.41211 -2.64910 -0.80326  0.34
H: 1.06325 -2.15913 0.73294  0.31
H: -1.48702 -2.70195 4.14677  0.32
H: -1.49655 -3.83211 3.05251  0.32
O: -1.84219 -2.95645 3.27049  -0.64

Force components x, y, z for each atom (eV/Å):
-0.4 2.5 -0.4
-0.1 0.1 -0.3
-0.8 -2.6 1.1
0.8 1.3 -1.2
-1.3 -1.3 0.1
2.8 0.2 1.1
-1.7 0.0 -0.6
-0.5 -1.0 0.5
0.7 -0.4 -0.2
-0.1 -0.1 0.1
-0.1 0.2 0.0
0.5 0.5 -0.5
0.3 -0.1 0.3
0.4 0.1 0.2
0.3 0.3 0.5
0.0 0.4 -0.2
-0.7 0.4 0.0
-0.5 -0.4 -0.3
0.1 -0.1 -0.5
0.5 -0.5 0.1
-0.3 0.4 0.2
-0.2 -0.5 -0.8
0.0 0.3 0.3
0.2 0.2 0.5

As for the largest force on an atom: 3.05 eV/Å. Its LUMO energy is 0.8 eV. As for the HOMO energy: -9.9 eV. The energy above the lowest of the compared OMol25 structures with the same formula, charge and spin is 26.6 kcal per mole. The calculated total energy comes out at -10575.3873 eV. The multiplicity is 1.



No. 3
Entry from the Open Molecules 2025 dataset: C5H14NO7P2SbSe4W as an isolated structure (the ωB97M-V functional and the def2-TZVPD basis).

Each line ends with the Mulliken charge.
Cartesian coordinates (Å):
W: 0.87749 -0.12131 0.13156  0.92
N: -3.68365 -0.00323 -1.21174  -0.14
C: -2.23904 -0.04049 -1.64756  0.84
C: -2.17613 0.19161 -3.16206  -2.00
P: -1.39370 -1.63033 -1.30152  0.84
O: -1.42048 -1.66378 0.34175  -0.47
O: -2.06797 -2.80175 -1.86569  -0.76
O: 0.02602 -1.21428 -1.60415  -0.65
P: -1.49261 1.48782 -0.84041  0.71
O: -1.24695 1.01643 0.72127  -0.43
O: -2.68252 2.38166 -0.84289  -0.92
O: -0.07361 1.68606 -1.27538  -0.64
H: -4.30162 -0.32253 -1.95736  0.38
H: -3.85238 1.00655 -0.99447  0.41
H: -3.84534 -0.57070 -0.38001  0.32
H: -2.64200 -0.64019 -3.69472  0.50
H: -1.13324 0.25171 -3.46708  0.48
H: -2.66553 1.12925 -3.43383  0.46
H: -1.69740 -2.53771 0.64998  0.30
H: -1.65973 1.63417 1.33843  0.29
Se: 5.03302 -2.06219 -0.29551  -0.54
Sb: 5.87429 0.02710 -1.05458  0.76
Se: 5.94016 0.39750 -3.37097  -0.50
Se: 6.13504 1.69925 0.59395  -0.52
Se: 2.81098 0.28751 -0.96656  0.16
C: -0.14507 -0.16088 3.31792  -0.83
O: 0.64816 -0.63427 2.22513  -0.30
C: 1.75255 0.25487 1.74533  0.45
C: 2.86965 0.27933 2.70522  -0.87
H: -0.24101 0.92506 3.26680  0.39
H: 0.33967 -0.44456 4.25049  0.29
H: -1.12314 -0.63232 3.25021  0.24
H: 2.53254 0.58916 3.69712  0.40
H: 3.64877 0.96159 2.36321  0.16
H: 3.29476 -0.72613 2.76814  0.29

Force components x, y, z for each atom (eV/Å):
2.3 1.9 -2.6
0.0 0.0 0.0
0.4 0.2 0.0
-0.1 0.0 0.0
-0.2 0.0 -0.1
-0.3 -0.2 0.0
-0.2 0.1 0.0
0.2 -0.3 0.7
-0.8 -0.4 0.4
-0.6 -0.2 0.0
0.5 0.5 -0.2
0.1 -0.5 0.5
0.0 -0.1 0.0
0.0 0.0 -0.1
0.0 0.0 0.0
0.0 0.0 0.0
0.0 0.0 0.0
0.0 0.0 0.0
0.1 0.0 0.0
0.1 0.0 0.1
-0.2 -0.3 0.1
0.5 0.2 0.1
0.1 0.1 -0.1
0.1 0.1 0.0
-1.7 -0.5 0.6
-0.1 0.0 0.0
0.2 -0.1 0.0
-0.5 -0.7 0.9
0.2 0.5 -0.3
0.0 0.0 0.0
0.0 0.0 0.0
0.0 0.0 0.0
0.0 0.0 0.0
0.0 -0.1 0.0
0.0 0.0 0.0

As for the largest force on an atom: 3.96 eV/Å. Its LUMO energy (alpha / beta) is -2.0 / -2.0 eV. As for the HOMO energy (alpha / beta): -7.2 / -7.2 eV. The energy above the lowest of the compared OMol25 structures with the same formula, charge and spin is 42.2 kcal per mole. The calculated total energy comes out at -309561.8625 eV. The multiplicity is 1.



No. 4
Entry from the Open Molecules 2025 dataset: C6H6 as an isolated structure (the ωB97M-V functional and the def2-TZVPD basis).

Each line ends with the Mulliken charge.
Cartesian coordinates (Å):
C: -1.09345 1.90564 0.90141  -0.78
C: -1.38835 0.84927 0.30171  -0.01
C: 0.17060 0.42126 0.34623  0.64
C: -0.70468 -0.33706 -0.28939  0.37
C: 1.48061 0.90820 0.79350  -1.03
C: -0.92234 -1.51101 -1.04772  -0.95
H: 2.39050 0.46814 0.30211  0.31
H: 1.67974 0.78487 1.90354  0.26
H: 1.74910 2.03359 0.62887  0.30
H: -2.01570 -1.60839 -1.16715  0.35
H: -0.63429 -2.48793 -0.52572  0.27
H: -0.71172 -1.42659 -2.14738  0.27

Force components x, y, z for each atom (eV/Å):
-0.5 1.7 1.0
0.3 -1.3 -0.7
-0.9 -1.1 -1.4
2.9 2.9 2.3
2.8 1.6 0.8
-2.3 -2.8 -1.6
-1.3 -0.4 0.2
-0.7 0.0 -1.2
-1.5 -1.8 0.1
0.1 -0.1 0.4
0.2 1.5 -1.0
0.9 -0.2 1.1

As for the largest force on an atom: 4.67 eV/Å. Its LUMO energy is 0.6 eV. As for the HOMO energy: -8.2 eV. The energy above the lowest of the compared OMol25 structures with the same formula, charge and spin is 163.2 kcal per mole. The calculated total energy comes out at -6312.1252 eV. The multiplicity is 1.



Among the records above, which one has the highest energy above the lowest of the compared OMol25 structures with the same formula, charge and spin? C6H6



Which of these has the highest calculated total energy? C6H6